No. 1
12
Properties=species:S:1:pos:R:3:mulliken_charge:R:1 method="wB97M-V/def2-TZVPD" e_above_lowest_kcal_mol=22.1 smiles="C=CCC" total_charge=0
C 0.7279 1.7922 -0.0883 -0.77
C 0.0963 0.8239 0.6052 0.05
C 0.2833 -0.6382 0.3807 -0.55
C -0.8459 -1.3290 -0.5261 -0.84
H 1.6189 1.7147 -0.7003 0.28
H 0.4757 2.8321 0.1807 0.24
H -0.7209 1.2697 1.3290 0.20
H 0.4741 -1.1864 1.3031 0.34
H 1.2442 -0.6318 -0.0754 0.27
H -0.7758 -0.9739 -1.6387 0.25
H -1.9606 -1.2270 -0.3227 0.29
H -0.6173 -2.4462 -0.4471 0.24

***

No. 2
12
Properties=species:S:1:pos:R:3:mulliken_charge:R:1 method="wB97M-V/def2-TZVPD" e_above_lowest_kcal_mol=32.4 smiles="C=C.C=C" total_charge=0
C 2.1004 -0.3013 -0.3716 -0.45
C 1.8426 0.3458 0.7470 -0.45
H 1.5601 -1.2021 -0.6275 0.23
H 2.8557 0.0366 -1.0663 0.23
H 1.0856 0.0412 1.4532 0.23
H 2.4047 1.2338 1.0182 0.21
C -2.1724 -0.4897 0.2384 -0.44
C -1.8014 0.4521 -0.6150 -0.47
H -1.8519 -1.5140 0.1143 0.23
H -2.7553 -0.2488 1.1175 0.23
H -1.2865 0.1377 -1.5174 0.21
H -1.9815 1.5087 -0.4907 0.24

***

No. 3
12
Properties=species:S:1:pos:R:3:mulliken_charge:R:1 method="wB97M-V/def2-TZVPD" e_above_lowest_kcal_mol=8.0 smiles="C/C=C/C" total_charge=0
C -0.6608 -0.8753 -1.6854 -1.02
C 0.1944 -0.2787 -0.6070 -0.15
C -0.2503 0.2538 0.6015 -0.10
C 0.7229 0.8151 1.5860 -1.05
H -0.0235 -1.5079 -2.3270 0.30
H -1.1169 -0.0841 -2.2820 0.25
H -1.4522 -1.4988 -1.2412 0.29
H 1.2680 -0.3336 -0.7565 0.28
H -1.3155 0.2941 0.8215 0.33
H 0.2190 1.5798 2.2192 0.31
H 1.5534 1.2944 1.0520 0.32
H 1.0175 0.0294 2.3018 0.25

***

No. 4
12
Properties=species:S:1:pos:R:3:mulliken_charge:R:1 method="wB97M-V/def2-TZVPD" e_above_lowest_kcal_mol=49.6 smiles="C=C.C=C" total_charge=0
C 2.6041 1.6139 1.0013 -0.44
C 1.6989 1.4282 0.0474 -0.47
H 3.4534 2.2915 0.8862 0.24
H 2.7904 0.8741 1.7946 0.22
H 1.2388 2.2007 -0.5923 0.24
H 0.9600 0.6796 0.2093 0.21
C -2.3987 -1.0341 -0.8375 -0.48
C -1.7957 -2.1119 -0.3472 -0.43
H -2.7068 -0.1531 -0.2405 0.19
H -2.8137 -0.8113 -1.8156 0.25
H -1.7249 -2.0311 0.7247 0.20
H -1.3059 -2.9464 -0.8304 0.26

***

No. 5
16
Properties=species:S:1:pos:R:3:mulliken_charge:R:1 method="wB97M-V/def2-TZVPD" e_above_lowest_kcal_mol=19.0 total_charge=+1
C 1.8416 0.6492 0.0024 -0.65
H 2.1419 0.0409 0.8660 0.29
H 2.6310 1.4210 0.0050 0.32
H 1.9073 0.5237 -1.0956 0.38
O 0.6072 1.7445 0.5711 -0.40
C -0.3458 2.2155 -0.4047 -0.45
H -1.0057 2.9482 0.0975 0.30
H 0.1806 2.6292 -1.2915 0.32
O -2.2122 -0.5335 0.5694 -0.29
C -1.7886 -1.6830 0.5328 0.17
C -0.4064 -1.9545 0.0306 -0.29
O 0.1055 -0.8603 -0.6256 -0.32
Al -1.0289 0.4835 -0.5877 0.56
H -2.3354 -2.4971 1.0413 0.40
H -0.4788 -2.8498 -0.6246 0.35
H 0.1867 -2.2775 0.9136 0.31

***

No. 6
17
Properties=species:S:1:pos:R:3:mulliken_charge:R:1 method="wB97M-V/def2-TZVPD" e_above_lowest_kcal_mol=55.6 total_charge=0
B -1.2216 -0.5744 -0.8639 0.37
C 0.6379 1.1388 -0.5108 0.07
C -2.7157 -0.5783 -0.3218 -1.15
C 1.2716 -0.0681 1.5800 -0.49
C 1.8032 0.6429 0.2955 0.09
O 0.5185 2.1694 -1.1079 -0.47
O -0.8530 -1.4829 -1.7394 -0.43
O 2.6702 1.7379 0.6846 -0.53
F 0.7363 -1.2338 1.1503 -0.27
H -3.0354 -1.5049 -0.0227 0.43
H -3.3799 -0.3712 -1.1560 0.35
H -2.9227 0.0501 0.4751 0.33
H 0.6149 0.6368 1.9274 0.37
H 2.0457 -0.3469 2.1581 0.34
H 2.2114 -0.0812 -0.3506 0.32
H -1.4237 -2.1732 -2.0318 0.32
H 3.0425 2.0390 -0.1662 0.34

***

No. 7
16
Properties=species:S:1:pos:R:3:mulliken_charge:R:1 method="wB97M-V/def2-TZVPD" e_above_lowest_kcal_mol=0.0 total_charge=0
C 2.6206 -1.3986 -0.1184 -0.66
O 1.3229 -0.9212 0.1867 -0.11
C 0.2828 -1.8756 0.1773 -0.24
C -0.9836 -1.1549 0.6319 -0.04
O -1.9512 -1.8012 0.9776 -0.53
H 3.2957 -0.5516 0.0542 0.25
H 2.8971 -2.2281 0.5488 0.27
H 2.6455 -1.7206 -1.1694 0.25
H 0.5084 -2.7180 0.8525 0.34
H 0.1384 -2.2607 -0.8457 0.28
O -1.2517 0.4246 -0.1132 -0.33
C -2.5261 0.9911 -0.3314 -0.71
Ba 0.8406 1.4804 1.2092 0.50
H -3.0018 0.2910 -1.0329 0.21
H -3.2430 1.0142 0.5024 0.29
H -2.3454 2.0148 -0.6898 0.24

***

No. 8
20
Properties=species:S:1:pos:R:3:mulliken_charge:R:1 method="wB97M-V/def2-TZVPD" total_charge=0 energy_ha=-6128.735820
C -0.1014 -0.9609 0.6546 -0.83
C 0.9677 -2.0071 0.6360 0.33
F 0.5413 -3.1248 -0.0408 -0.31
O 1.2509 -2.4292 1.9691 -0.23
S 2.7918 -2.3907 2.4181 0.73
O 2.7845 -2.8888 3.7544 -0.45
O 2.9787 -0.7248 2.4423 -0.13
F 2.0348 -0.1430 3.3243 -0.13
H 0.1969 -0.1381 1.3008 0.31
H -1.0232 -1.4012 1.0293 0.32
H -0.2566 -0.5879 -0.3550 0.08
H 1.8908 -1.6769 0.1506 0.32
Br 0.0880 1.1344 -2.6016 -0.13
C -1.7572 1.7389 -2.6782 -0.63
C -1.9712 2.9896 -1.8666 -0.55
Br -1.9098 2.6326 0.0413 -0.12
H -2.3657 0.9159 -2.3162 0.38
H -1.9725 1.9204 -3.7283 0.36
H -2.9566 3.4033 -2.0677 0.34
H -1.2111 3.7383 -2.0665 0.36

***

No. 9
15
Properties=species:S:1:pos:R:3:mulliken_charge:R:1 method="wB97M-V/def2-TZVPD" e_above_lowest_kcal_mol=23.6 smiles="C=C(Br)CBr.CO" total_charge=0
C -0.5330 -1.9869 -1.6566 -0.76
C -0.3193 -1.4706 -0.4956 0.36
Br 1.5193 -1.2224 0.0305 -0.14
C -1.2725 -1.1471 0.5223 -0.55
Br -3.0818 -0.8314 0.1362 -0.12
H 0.2550 -2.3653 -2.2529 0.29
H -1.4818 -1.9914 -2.0565 0.32
H -1.3274 -2.0355 1.2175 0.31
H -1.0680 -0.2868 1.1821 0.26
C 1.5072 2.4096 0.7913 -0.56
O 0.3066 1.7000 0.2800 -0.39
H 1.4307 3.4853 0.6169 0.26
H 2.4445 1.8975 0.4873 0.24
H 1.3810 2.1332 1.8045 0.23
H 0.2396 1.7119 -0.6070 0.25

***

No. 10
14
Properties=species:S:1:pos:R:3:mulliken_charge:R:1 method="wB97M-V/def2-TZVPD" e_above_lowest_kcal_mol=58.3 total_charge=0
C -0.3376 -0.6037 0.7477 -0.22
C 1.0391 1.9366 0.2890 -1.09
C -1.7792 -1.4795 -1.0735 -0.86
C 1.3188 0.4838 0.6364 -0.20
N -0.7071 -0.7266 -0.4556 -0.22
Br 2.4999 -0.2929 -0.7075 -0.17
H -0.8286 -0.9618 1.6524 0.40
H 1.8949 2.4644 0.5457 0.37
H 0.2605 2.0261 1.0822 0.29
H 0.8630 2.0177 -0.7141 0.36
H -2.6737 -1.2902 -0.6401 0.34
H -1.4283 -2.5005 -0.8878 0.31
H -1.7926 -1.3944 -2.1342 0.26
H 1.6709 0.3209 1.6593 0.43

***

No. 11
17
Properties=species:S:1:pos:R:3:mulliken_charge:R:1 method="wB97M-V/def2-TZVPD" e_above_lowest_kcal_mol=45.4 total_charge=0
C 1.5955 -0.3990 -2.8910 0.84
C -0.2887 1.6540 1.5778 -1.43
C -0.4812 0.1798 1.1364 0.43
C 0.1336 -0.0105 -0.2406 -0.92
N -0.3896 -1.5244 -0.6103 -0.27
O 0.8608 -1.2786 -3.0451 -0.54
O 2.3736 0.4218 -2.7044 -0.32
O -0.0403 -0.6408 2.1334 -0.57
Br -1.0960 1.1563 -1.5863 -0.27
H -0.6364 1.6028 2.5888 0.41
H -0.6312 2.4694 0.9129 0.34
H 0.7779 1.8577 1.5156 0.41
H -1.5281 -0.0297 1.1012 0.39
H -1.3844 -1.4743 -0.7498 0.36
H -0.0704 -2.3060 -0.0125 0.33
H -0.0080 -1.5971 -1.5407 0.39
H 0.8129 -0.0814 2.4145 0.43

***

No. 12
15
Properties=species:S:1:pos:R:3:mulliken_charge:R:1 method="wB97M-V/def2-TZVPD" e_above_lowest_kcal_mol=42.9 total_charge=0
C 1.0735 0.4486 0.8979 0.08
C 2.1397 -0.0350 0.3413 -0.34
C -0.7157 2.1132 0.2040 -0.97
C 0.6018 1.9433 0.8493 -0.30
N 3.1000 -3.0502 -1.1631 -0.39
S 2.2124 -2.9664 0.2033 -0.07
Br 3.7797 0.6055 -0.2583 -0.12
H 0.2942 -0.1429 1.4531 0.24
H -0.8656 1.3588 -0.6746 0.29
H -0.8715 3.2127 -0.0553 0.30
H -1.4999 1.8680 0.9979 0.25
H 1.3529 2.4132 0.2104 0.26
H 0.6892 2.5975 1.7718 0.28
H 2.6705 -2.8127 -1.9549 0.25
H 4.0519 -2.7498 -1.0842 0.26